(1)
A cluster of 2 separate species, C2H4S3 in total. Source: the Open Molecules 2025 dataset; level of theory: the ωB97M-V functional and the def2-TZVPD basis.

Each line ends with the Mulliken charge.
Atoms and positions in Å:
C -1.98733 1.10195 -0.07097  0.3569
C 0.21146 -0.77974 0.16022  -0.6572
S -3.27168 1.90166 0.17081  -0.0852
S -3.28638 -2.05896 0.27918  -0.4871
S -0.31883 1.04440 -0.14110  0.0281
H -0.48835 -1.13999 0.79884  0.2160
H 1.22172 -0.65978 0.65857  0.3155
H 0.31950 -1.14847 -0.86027  0.3060
H -4.13588 -1.07565 -0.09084  0.0071

Values from the calculation:
highest occupied orbital energy (alpha / beta)	-7.36 / -7.35	eV
largest force on an atom	4.60	eV/A
ΔE to the lowest compared entry with this formula, charge and spin	84.2	kcal/mol
E	-34640.573	eV

(2)
A structure of composition C13H14ClFHgIN2O5PSi. Source: the Open Molecules 2025 dataset; level of theory: the ωB97M-V functional and the def2-TZVPD basis.

Each line ends with the Mulliken charge.
Atoms and positions in Å:
O 1.08299 1.14308 5.07307  -0.4121
C 0.11607 0.52340 4.73549  0.3045
Cl 0.08428 -1.26105 4.95934  -0.1395
C -1.08299 1.34168 4.12365  -0.6050
Si -1.13015 1.24009 2.20049  0.0997
C 0.60708 0.74955 1.59924  -0.7801
C 0.79587 -0.81917 1.33247  -0.3881
C 0.72986 -1.00423 -0.22902  0.1351
O -0.09113 -0.37915 -0.87459  -0.3731
N 1.67398 -1.87644 -0.93464  -0.2941
C 1.93640 -1.33289 -2.24780  0.3365
C 3.16948 -0.46316 -2.37562  -0.1502
C 3.48835 0.08379 -3.71851  -0.5405
C 2.62994 -0.20592 -4.85181  -0.2264
C 1.37404 -1.04422 -4.73044  -1.1732
C 1.04955 -1.61478 -3.38832  -0.0775
C -2.52850 -0.00537 1.75720  0.2917
O -3.60186 0.22094 2.27638  -0.4557
N -2.39010 -1.19699 0.89919  0.0918
C -3.18385 -1.14220 -0.28450  0.4038
O -4.21665 -0.58864 -0.44519  -0.3526
F -2.68657 -1.87595 -1.37761  -0.2416
P -1.62546 3.23387 1.30681  0.1678
O -2.87234 3.87131 2.23460  -0.4016
I -2.40441 2.68222 -0.95643  0.1121
H -2.02617 0.86009 4.51922  0.4230
H -0.96338 2.39999 4.49748  0.3964
H 0.84957 1.35326 0.67053  0.4846
H 1.39644 1.03827 2.35365  0.4453
H 0.02855 -1.41202 1.89176  0.2857
H 1.81140 -1.17598 1.68074  0.3762
H 1.34749 -2.84524 -1.00121  0.3951
H 3.80949 -0.24689 -1.47730  0.4608
H 4.40115 0.70977 -3.86146  0.4286
H 2.89833 0.21879 -5.85045  0.4170
H 0.70485 -1.26773 -5.61185  0.7492
H 0.13995 -2.24529 -3.19509  0.3716
H -2.48557 -2.07657 1.41347  0.3403
H -2.61511 3.77491 3.17976  0.3715
Hg -0.22088 0.63487 -5.29271  0.7229

Values from the calculation:
highest occupied orbital energy	-13.72	eV
largest force on an atom	3.14	eV/A
net charge	+2
E	-71586.108	eV

(3)
A structure of composition C8H20BrFNbOSSn. Source: the Open Molecules 2025 dataset; level of theory: the ωB97M-V functional and the def2-TZVPD basis.

Each line ends with the Mulliken charge.
Atoms and positions in Å:
C -5.10395 1.04321 1.88288  -0.9350
C -3.51440 0.99543 1.41866  -0.2873
S -2.99784 -0.73487 0.81200  0.0159
C -1.15858 -0.82736 1.29756  -0.7500
Nb 0.16127 0.19870 -0.25186  0.0643
Br -0.95384 -1.07693 -2.29063  -0.2880
C 1.51968 1.46491 -1.63517  -0.6628
O 2.65910 2.07729 -0.91309  -0.1507
C 2.46230 3.54159 -0.76605  -0.7037
C 1.84320 -1.32666 -0.07461  -0.7176
C 1.37791 -2.89662 -0.14980  0.4369
C 1.66731 -3.61892 -1.61582  -1.1513
F 2.23909 -3.63151 0.84992  -0.3768
H -5.44994 2.17184 2.00134  0.3006
H -5.76847 0.47925 1.06880  0.2757
H -5.30765 0.46481 2.90031  0.2671
H -2.82634 1.34829 2.32214  0.2567
H -3.40291 1.72435 0.50931  0.2347
H -0.87038 -1.93202 1.55429  0.3215
H -1.07061 -0.21785 2.31169  0.3144
H -1.06323 1.53789 -0.32345  0.1866
H 0.94956 1.10485 1.14916  -0.0043
H 0.90208 2.21958 -2.28224  0.3770
H 2.00040 0.69038 -2.40315  0.3502
H 2.27377 4.10311 -1.77561  0.2796
H 1.62261 3.82350 0.01789  0.2836
H 3.47568 3.97012 -0.32230  0.2495
H 2.47698 -1.14665 0.90152  0.0258
H 2.56396 -1.14837 -1.00881  0.5279
H 0.25018 -3.09650 0.09161  0.1604
H 1.75093 -2.84386 -2.48985  0.3091
H 2.63878 -4.27941 -1.54371  0.3339
H 0.77116 -4.37806 -1.82924  0.3007
Sn 3.88220 0.19646 0.58632  1.1554

Values from the calculation:
highest occupied orbital energy	-10.40	eV
largest force on an atom	6.27	eV/A
net charge	+1
E	-101626.643	eV